1.
A cluster of 9 separate species, C5H26O9S2 in total in a non-equilibrium geometry. Source: the OMol25 dataset; level of theory: the ωB97M-V functional and the def2-TZVPD basis.

Structure (ORCA input):
```
! wB97M-V def2-TZVPD RIJCOSX def2/J DEFGRID3
* xyz 1 2
C -0.032 -1.105 2.432
C -1.058 -0.049 2.773
O -0.820 0.994 3.341
C -0.638 -2.484 2.135
S -1.777 -2.652 0.802
S -1.487 -1.262 -0.637
C -0.662 -2.025 -2.079
C 0.851 -1.874 -2.086
H 0.603 -0.718 1.542
H 0.888 -1.124 3.035
H -2.125 -0.143 2.471
H -0.996 -2.979 3.071
H 0.340 -3.052 2.042
H -1.176 -1.548 -2.893
H -0.773 -3.105 -2.201
H 1.289 -1.919 -3.091
H 1.319 -2.612 -1.415
H 1.227 -0.915 -1.757
H 2.217 0.415 -0.588
H 3.492 0.805 0.290
O 2.669 0.307 0.288
H 0.799 2.349 2.065
H 1.443 1.402 1.077
O 0.841 2.149 1.129
H -0.830 1.197 -2.038
H -0.269 1.085 -3.537
O -0.779 0.682 -2.839
H 0.022 3.626 -1.051
H -0.107 2.249 -0.202
O -0.321 2.736 -1.035
H 3.300 -2.520 0.369
H 2.482 -1.290 0.670
O 2.410 -2.282 0.736
H -2.992 1.252 -1.158
H -2.004 2.278 -0.719
O -2.853 1.922 -0.457
H -2.467 2.202 2.751
H -3.069 1.948 1.341
O -3.280 2.123 2.267
H 1.739 0.868 -2.929
H 0.885 1.827 -1.862
O 1.701 1.242 -2.053
*
```

The frontier orbital gap (alpha / beta) comes out at 9.23 / 4.99 eV. Its HOMO energy (alpha / beta) is -13.0 / -13.0 eV. For the LUMO energy (alpha / beta), the calculation gives -3.724 / -7.957 eV.

***

2.
A cluster of 8 separate species, C5H27N2O8 in total in a non-equilibrium geometry. Source: the OMol25 dataset; level of theory: the ωB97M-V functional and the def2-TZVPD basis.

Structure (ORCA input):
```
! wB97M-V def2-TZVPD RIJCOSX def2/J DEFGRID3
* xyz 0 2
C -1.070 -2.363 1.742
N 0.035 -1.462 2.000
C 1.210 -2.112 2.560
C 2.324 -1.087 2.721
O 2.151 0.013 3.151
C -2.373 -1.492 1.587
N -2.207 -0.658 0.351
C -2.698 -1.335 -0.883
H -1.291 -3.019 2.606
H -0.915 -3.204 1.044
H 0.108 -0.999 1.097
H 1.494 -3.082 2.156
H 0.934 -2.368 3.607
H 3.310 -1.507 2.367
H -2.761 -0.773 2.330
H -3.090 -2.313 1.565
H -1.254 -0.300 0.199
H -2.852 0.128 0.442
H -2.249 -0.959 -1.787
H -2.772 -2.435 -0.841
H -3.751 -1.118 -1.137
H 1.002 1.332 -3.361
H 1.183 1.944 -1.979
O 0.665 1.280 -2.461
H 2.470 4.025 -0.749
H 2.930 2.638 -1.132
O 2.138 3.114 -0.813
H -0.484 3.833 0.233
H 0.212 4.040 -1.056
O -0.638 3.748 -0.708
H 1.000 0.829 0.383
H 0.759 1.553 1.687
O 0.298 1.028 1.024
H -2.558 2.034 -1.709
H -1.171 1.813 -0.969
O -2.039 1.422 -1.188
H 1.027 -1.826 -1.248
H 0.558 -0.327 -1.591
O 0.699 -0.999 -0.882
H 3.772 0.403 -2.971
H 2.809 -0.177 -3.798
O 3.086 0.740 -3.587
*
```

The frontier orbital gap (alpha / beta) comes out at 2.57 / 9.22 eV. Its HOMO energy (alpha / beta) is -2.4 / -9.2 eV. For the LUMO energy (alpha / beta), the calculation gives 0.185 / 0.054 eV.

***

3.
A cluster of 10 separate species, C5H27NO11 in total in a non-equilibrium geometry. Source: the OMol25 dataset; level of theory: the ωB97M-V functional and the def2-TZVPD basis.

Structure (ORCA input):
```
! wB97M-V def2-TZVPD RIJCOSX def2/J DEFGRID3
* xyz 0 1
O -2.868 -1.038 -1.746
C -2.581 -1.725 -0.796
C -1.653 -1.100 0.270
C -0.715 -0.129 -0.473
C 0.592 0.121 0.235
C 1.563 -1.052 0.124
O 1.818 -1.798 1.042
N -2.435 -0.418 1.302
H -2.834 -2.765 -0.559
H -1.002 -1.887 0.634
H -0.448 -0.622 -1.425
H -1.166 0.849 -0.742
H 1.154 1.028 -0.091
H 0.347 0.269 1.309
H 1.957 -1.217 -0.885
H -2.980 -1.041 1.882
H -3.066 0.266 0.906
H -2.131 0.600 -2.840
H -1.533 0.060 -4.157
O -1.483 0.783 -3.535
H 0.469 -3.703 -0.084
H 0.112 -2.958 -1.478
O -0.206 -3.301 -0.640
H 0.540 3.000 2.238
H -0.317 1.794 2.111
O -0.142 2.653 1.653
H 1.327 4.544 -1.042
H 0.674 3.553 -0.053
O 1.101 3.609 -0.916
H 1.206 -2.005 -3.972
H 1.255 -0.901 -2.932
O 1.292 -1.870 -3.027
H -1.218 -0.071 2.318
H 0.236 -0.121 2.645
O -0.601 0.192 3.022
H 1.555 2.058 -2.210
H 0.241 1.361 -2.713
O 1.206 1.267 -2.619
H 1.873 1.016 2.391
H 3.118 1.871 2.712
O 2.505 1.632 2.016
H 0.770 -1.023 4.088
H 1.180 -1.203 2.639
O 1.287 -0.579 3.400
*
```

The frontier orbital gap comes out at 9.92 eV. Its HOMO energy is -9.5 eV. For the LUMO energy, the calculation gives 0.406 eV. As for the SMILES: N[C@@H](C=O)CCC=O.O.O.O.O.O.O.O.O.O.

***

4.
A cluster of 9 separate species, C5H28NO8 in total in a non-equilibrium geometry. Source: the OMol25 dataset; level of theory: the ωB97M-V functional and the def2-TZVPD basis.

Structure (ORCA input):
```
! wB97M-V def2-TZVPD RIJCOSX def2/J DEFGRID3
* xyz 1 1
C -1.423 1.027 -2.198
C -1.270 -0.418 -2.418
N 0.224 -0.807 -2.322
C 0.289 -2.258 -2.204
C -1.143 -2.723 -1.639
C -1.827 -1.321 -1.332
H -0.677 1.478 -2.804
H -1.067 1.412 -1.193
H -2.423 1.453 -2.384
H -1.685 -0.730 -3.482
H 0.884 -0.477 -1.633
H 0.780 -0.452 -3.120
H 0.498 -2.586 -3.167
H 1.336 -2.481 -1.554
H -1.555 -3.268 -2.444
H -1.092 -3.505 -0.727
H -1.419 -1.012 -0.303
H -2.805 -1.299 -0.983
H -0.374 2.370 1.200
H -0.083 3.589 0.499
O 0.338 2.779 0.626
H -0.924 2.918 3.312
H -1.279 1.488 2.990
O -1.559 2.453 2.681
H 2.950 -1.265 2.237
H 3.419 0.169 1.983
O 2.698 -0.376 2.044
H 3.072 0.865 -4.033
H 2.631 1.067 -2.650
O 2.316 0.808 -3.515
H -0.235 -2.787 0.631
H -0.763 -2.003 1.698
O -0.023 -1.998 1.152
H 1.552 1.841 4.399
H 1.104 3.057 3.563
O 0.845 2.347 4.141
H -2.175 -1.005 3.828
H -1.705 -0.068 4.921
O -1.701 -0.230 3.963
H 1.564 0.162 0.547
H 1.334 1.364 -0.075
O 1.373 0.421 -0.234
*
```

The frontier orbital gap comes out at 11.17 eV. Its HOMO energy is -13.5 eV. For the LUMO energy, the calculation gives -2.307 eV.

***

5.
A cluster of 9 separate species, C5H29N2O9 in total in a non-equilibrium geometry. Source: the OMol25 dataset; level of theory: the ωB97M-V functional and the def2-TZVPD basis.

Structure (ORCA input):
```
! wB97M-V def2-TZVPD RIJCOSX def2/J DEFGRID3
* xyz 1 1
O 2.665 -0.749 -1.902
C 1.891 -0.285 -2.700
C 0.715 0.588 -2.315
C -0.543 -0.389 -2.536
C -1.934 0.193 -2.406
C -3.564 1.016 -0.689
N -2.132 0.544 -0.980
N 0.745 1.194 -1.005
H 1.944 -0.650 -3.745
H 0.550 1.328 -3.114
H -0.308 -1.240 -1.843
H -0.488 -0.866 -3.559
H -2.829 -0.343 -2.735
H -1.865 1.114 -3.023
H -3.900 0.621 0.292
H -4.192 0.673 -1.541
H -3.690 2.091 -0.861
H -1.517 1.323 -0.660
H -1.954 -0.261 -0.374
H 0.722 0.526 -0.254
H 1.435 1.907 -1.176
H 0.027 -4.003 0.209
H -1.414 -4.433 -0.570
O -0.923 -4.013 0.130
H -1.228 -3.278 3.165
H -0.148 -3.338 2.185
O -0.560 -2.692 2.781
H 1.491 -0.470 3.386
H 2.530 -0.840 2.399
O 1.721 -0.312 2.461
H 0.551 0.009 1.716
H -0.865 -0.814 2.056
O -0.226 -0.467 1.419
H -0.521 3.159 -0.076
H -1.819 4.008 0.219
O -1.405 3.433 -0.428
H 2.095 -1.979 0.538
H 2.213 -3.581 -0.068
O 2.052 -2.936 0.617
H 1.705 2.580 3.640
H 0.605 1.586 3.878
O 0.818 2.350 3.335
H 0.647 2.892 1.623
H 0.687 4.338 1.415
O 0.790 3.529 0.890
*
```

The frontier orbital gap comes out at 9.90 eV. Its HOMO energy is -12.3 eV. For the LUMO energy, the calculation gives -2.434 eV.

***

6.
A cluster of 8 separate species, C5H29N3O7 in total in a non-equilibrium geometry. Source: the OMol25 dataset; level of theory: the ωB97M-V functional and the def2-TZVPD basis.

Structure (ORCA input):
```
! wB97M-V def2-TZVPD RIJCOSX def2/J DEFGRID3
* xyz 0 1
N 1.517 0.895 -0.689
C 0.120 0.667 -1.126
C -0.426 1.911 -1.803
C 0.008 -0.545 -2.077
N -0.537 -1.782 -1.521
C 0.384 -2.857 -1.148
C 0.799 -2.897 0.318
N 1.989 -2.065 0.574
H 2.184 0.377 -1.248
H 1.778 1.871 -0.774
H -0.470 0.430 -0.234
H 0.101 2.081 -2.741
H -1.486 1.793 -2.034
H -0.316 2.789 -1.172
H 0.972 -0.762 -2.536
H -0.664 -0.269 -2.897
H -1.227 -1.642 -0.796
H 1.262 -2.806 -1.801
H -0.121 -3.801 -1.395
H 1.042 -3.924 0.595
H -0.061 -2.588 0.935
H 1.737 -1.076 0.528
H 2.405 -2.284 1.466
H 1.904 2.932 1.375
H 2.288 4.403 1.661
O 1.726 3.854 1.110
H 0.068 1.896 2.461
H -0.334 3.333 2.123
O -0.681 2.507 2.530
H -3.292 -1.417 0.086
H -2.376 -2.150 1.102
O -2.403 -1.847 0.185
H 3.198 -1.609 -0.980
H 3.652 -1.530 -2.461
O 3.527 -0.992 -1.661
H 2.293 0.551 2.546
H 1.660 0.823 1.085
O 1.758 1.158 2.026
H -2.014 1.578 1.832
H -2.073 0.279 1.002
O -2.643 0.920 1.449
H -5.048 0.209 -0.487
H -4.231 0.320 0.833
O -4.787 -0.283 0.297
*
```

The frontier orbital gap comes out at 8.30 eV. Its HOMO energy is -8.0 eV. For the LUMO energy, the calculation gives 0.343 eV. As for the SMILES: C[C@H](N)CNCCN.O.O.O.O.O.O.O.